(1)
Density functional theory data (ωB97M-V/def2-TZVPD) for a cluster of 9 separate species, C23H46N9O13 in total.

Each line ends with the Löwdin charge.
CARTESIAN COORDINATES (ANGSTROEM)
C -0.436 1.298 2.020  0.0590
C 0.030 0.012 1.217  -0.4082
C -0.659 -1.139 1.917  -0.1066
C -2.204 -1.363 1.545  -0.1257
C -2.297 -1.577 0.042  -0.0417
C -1.689 -0.240 -0.711  -0.3553
N -0.425 0.208 -0.118  0.0528
O 0.278 0.869 -0.928  0.2086
C -2.617 1.003 -0.699  0.0044
C -1.469 -0.596 -2.149  -0.0337
C 1.508 -0.162 1.305  0.0106
H -0.134 1.200 3.050  0.1063
H -1.425 1.262 2.070  0.0258
H -0.140 2.269 1.717  0.0721
H -0.703 -1.138 3.054  0.1258
H -0.122 -2.158 1.985  0.1326
H -2.797 -0.626 2.103  0.1169
H -2.690 -2.218 2.042  0.1217
H -3.160 -1.807 -0.268  0.0499
H -1.583 -2.241 -0.400  0.1000
H -3.486 1.075 -1.249  0.0625
H -2.300 2.100 -1.061  0.1300
H -2.944 1.433 0.277  0.0724
H -0.686 -1.365 -2.328  0.1053
H -1.303 0.098 -2.768  -0.0178
H -2.164 -1.404 -2.542  0.1199
H 1.800 -0.442 2.253  0.0767
H 2.161 0.530 1.005  0.0582
H 1.846 -0.897 0.670  0.0586
N -3.917 1.920 -6.221  0.0059
C -4.051 0.664 -5.620  -0.0981
C -2.688 0.124 -5.125  -0.0717
C -1.830 1.357 -5.160  -0.0979
C -2.532 2.435 -5.972  -0.0323
H -4.521 2.398 -6.696  0.0458
H -5.039 0.295 -5.855  0.0856
H -2.433 -1.013 -4.845  0.1049
H -0.805 1.400 -4.910  0.0497
H -2.317 3.423 -6.291  0.0639
N 4.690 2.268 3.555  -0.0679
C 5.259 2.823 2.359  -0.0980
C 4.062 3.550 1.737  -0.1199
C 2.873 3.365 2.591  -0.0720
C 3.389 2.448 3.740  -0.1252
H 5.284 1.606 3.998  0.1273
H 6.471 2.937 1.906  0.1745
H 4.032 4.068 0.723  0.0841
H 1.859 3.596 2.548  0.0258
H 2.938 2.060 4.660  0.0996
C -0.954 -5.349 -5.170  0.0180
N -1.972 -4.273 -5.166  -0.4512
O -2.340 -3.849 -4.073  0.0239
O -2.446 -3.922 -6.213  0.0960
H -0.966 -5.725 -6.140  0.0492
H -1.281 -6.153 -4.513  0.0910
H 0.291 -5.060 -5.112  0.1833
C 3.815 -4.784 2.839  0.0494
N 3.217 -3.471 2.918  -0.4121
O 1.992 -3.271 3.000  0.0215
O 3.984 -2.477 2.995  0.0323
H 3.214 -5.331 3.578  0.1226
H 4.796 -4.540 3.293  0.1146
H 4.071 -4.988 1.820  0.0991
C 1.504 -1.864 6.240  0.0458
N 0.100 -1.863 5.761  -0.4622
O -0.499 -0.819 5.802  0.0428
O -0.545 -2.902 5.579  0.0445
H 1.231 -1.664 7.344  0.1455
H 2.030 -1.022 5.827  0.0775
H 2.041 -2.799 5.909  0.1081
C 1.492 -5.000 -1.075  0.0549
N 1.745 -3.511 -0.932  -0.5165
O 2.853 -3.061 -0.858  0.0680
O 0.884 -2.860 -0.782  0.1263
H 2.372 -5.622 -0.404  0.1707
H 1.682 -5.548 -2.026  0.0910
H 0.504 -5.273 -0.957  0.0517
C 1.107 5.127 -1.520  0.0867
N 0.641 3.829 -2.055  -0.3403
O -0.655 3.710 -2.199  -0.0184
O 1.367 3.139 -2.738  0.0819
H 1.256 4.970 -0.465  0.1085
H 0.306 5.781 -1.449  0.0857
H 1.760 5.471 -2.042  0.0039
C -2.932 6.257 1.428  0.0745
N -2.589 4.784 1.166  -0.3746
O -3.437 3.878 1.337  0.0513
O -1.407 4.620 0.846  0.0230
H -2.586 6.780 2.268  0.0843
H -3.968 6.263 1.337  0.0650
H -2.616 6.695 0.446  0.1175

- HOMO: -9.3 eV
- Maximum force: 0.2848 Eh/bohr
- Charge: +1
- LUMO: -4.95 eV


(2)
Density functional theory data (ωB97M-V/def2-TZVPD) for a structure of composition C11H18CuN4OPSSbSe4.

Each line ends with the Löwdin spin population.
CARTESIAN COORDINATES (ANGSTROEM)
Cu 11.108 -4.855 10.233  0.5167
C 14.948 -4.517 8.359  0.0002
C 13.648 -4.282 9.067  -0.0007
N 13.148 -5.070 9.952  0.0225
N 13.797 -6.183 10.361  0.0024
C 13.088 -6.911 11.207  0.0112
N 13.756 -7.967 11.797  0.0058
S 11.478 -6.658 11.676  0.0779
C 12.815 -3.118 8.765  0.0042
C 13.296 -1.930 8.228  0.0023
C 12.412 -0.879 8.021  -0.0024
C 11.083 -1.046 8.359  0.0015
C 10.682 -2.267 8.880  0.0015
N 11.522 -3.267 9.070  0.0591
H 15.356 -5.462 8.715  0.0002
H 15.670 -3.719 8.554  0.0000
H 14.779 -4.578 7.281  -0.0002
H 14.549 -8.309 11.286  0.0014
H 13.134 -8.667 12.163  0.0015
H 14.344 -1.829 7.979  0.0006
H 12.761 0.054 7.596  -0.0002
H 10.336 -0.266 8.231  0.0003
H 9.626 -2.442 9.116  0.0006
C 14.378 -2.368 11.876  0.0000
P 12.879 -3.011 12.725  0.0003
C 13.422 -4.524 13.578  0.0002
C 12.493 -1.768 14.006  0.0001
O 11.738 -3.216 11.813  0.0005
H 15.165 -2.101 12.587  0.0000
H 14.090 -1.496 11.283  0.0000
H 14.734 -3.144 11.203  0.0000
H 14.216 -4.334 14.306  0.0000
H 13.769 -5.235 12.829  0.0001
H 12.551 -4.965 14.069  0.0002
H 13.331 -1.575 14.679  0.0000
H 11.624 -2.115 14.566  0.0000
H 12.207 -0.850 13.491  0.0000
Se 5.129 -5.160 9.298  0.0295
Sb 7.197 -4.131 10.201  0.0033
Se 9.125 -5.478 9.055  0.2624
Se 7.184 -1.729 9.543  -0.0022
Se 7.262 -4.259 12.671  -0.0007

- HOMO (alpha / beta): -0.3 / -0.3 eV
- Maximum force: 0.0196 Eh/bohr
- Charge: -2
- LUMO (alpha / beta): 3.85 / 3.85 eV
- Spin multiplicity: 2


(3)
Density functional theory data (ωB97M-V/def2-TZVPD) for a structure of composition H4O2Si2.

Each line ends with the natural charge from an NBO analysis.
CARTESIAN COORDINATES (ANGSTROEM)
O 0.400 -0.198 -0.690  -1.2078
O -0.893 0.765 1.924  -1.2237
Si 0.547 0.831 1.451  1.6470
Si -0.550 -0.877 -1.634  1.7146
H 1.466 -0.290 2.126  -0.2480
H 1.301 1.972 0.977  -0.2431
H -0.860 -0.206 -2.854  -0.2274
H -1.411 -1.997 -1.300  -0.2116

- HOMO: -9.3 eV
- Energy relative to the best compared isomer or geometry (same formula, charge and spin): 4.338 eV
- Maximum force: 0.0559 Eh/bohr
- Charge: 0
- LUMO: -1.42 eV


(4)
Density functional theory data (ωB97M-V/def2-TZVPD) for a cluster of 5 separate species, C10H17Br2Cl8N2 in total.

Each line ends with the natural charge from an NBO analysis.
CARTESIAN COORDINATES (ANGSTROEM)
C -0.361 1.080 -1.251  -0.6418
C -0.406 0.636 0.240  -0.2375
Br 0.895 1.735 1.227  -0.0049
C -0.181 -0.905 0.413  -0.2624
N 0.679 -1.199 1.579  -0.3095
C 2.031 -1.489 1.562  -0.0389
C 2.331 -1.647 2.867  -0.0362
N 1.217 -1.447 3.613  -0.4802
C 0.188 -1.192 2.798  0.3295
Br -1.575 -0.880 3.310  0.2291
H 0.414 1.835 -1.378  0.2438
H -0.102 0.259 -1.919  0.2269
H -1.326 1.534 -1.482  0.2374
H -1.374 0.865 0.684  0.2270
H -1.164 -1.351 0.585  0.2403
H 0.215 -1.380 -0.493  0.2612
H 2.664 -1.564 0.698  0.2731
H 3.300 -1.898 3.269  0.2613
H 1.134 -1.476 4.619  0.4606
C 2.376 -1.604 -3.522  -0.3836
Cl 1.508 -0.351 -4.407  -0.0034
Cl 2.289 -1.329 -1.763  -0.0828
H 1.932 -2.567 -3.747  0.2350
H 3.416 -1.596 -3.825  0.2404
C -1.865 2.815 3.955  -0.4032
Cl -3.088 3.945 3.372  -0.0160
Cl -1.439 3.119 5.641  -0.0113
H -2.261 1.809 3.872  0.2021
H -0.975 2.917 3.344  0.2255
C -6.353 2.570 1.873  -0.3920
Cl -5.271 1.372 1.138  -0.0559
Cl -7.724 2.930 0.827  -0.0013
H -6.722 2.173 2.812  0.2246
H -5.793 3.481 2.047  0.2263
C 4.376 -2.136 -6.560  -0.3992
Cl 2.833 -2.450 -7.356  -0.0059
Cl 4.602 -3.186 -5.147  -0.0367
H 5.179 -2.324 -7.262  0.2365
H 4.398 -1.102 -6.233  0.2221

- HOMO: -12.8 eV
- Maximum force: 0.0529 Eh/bohr
- Charge: +1
- LUMO: -2.90 eV